Record 1
# C28H51Cl2NO10S

A 6-piece molecular cluster, C28H51Cl2NO10S overall at a distorted geometry (wB97M-V/def2-TZVPD, the Open Molecules 2025 dataset).

The geometry in XYZ format:
```
93
Properties=species:S:1:pos:R:3:forces:R:3:mulliken_charge:R:1
C 0.109 0.526 0.255 0.7 0.0 0.6 -1.077
C -1.112 0.139 1.014 1.8 -0.5 0.6 1.219
Cl -0.850 -0.690 2.549 0.3 0.3 -0.4 -0.167
C -2.345 0.347 0.659 -1.4 0.3 -0.6 -1.075
Cl -2.567 1.183 -0.858 -0.3 0.1 -0.1 -0.207
C -3.542 -0.055 1.470 -0.3 0.5 -0.2 0.685
C -3.780 -1.564 1.470 -0.3 0.4 0.6 -1.073
S -5.336 -1.893 2.297 0.0 -1.3 -0.2 1.444
O -5.205 -2.930 3.233 1.2 -0.5 2.0 -0.734
O -6.366 -2.164 1.374 -1.2 1.1 -1.7 -0.661
O -5.620 -0.543 3.112 0.3 -0.1 -0.3 -0.379
C -5.842 0.580 2.276 -0.1 1.1 -0.1 -0.669
O -5.747 1.724 3.117 0.5 -0.2 0.4 -0.111
N -6.664 2.708 2.678 -0.1 0.2 -0.3 0.114
O -6.296 3.776 2.956 -0.1 -0.4 0.2 -0.309
C -4.822 0.736 1.129 -0.3 -0.9 -0.4 0.037
C -5.508 0.354 -0.193 0.0 0.0 -0.3 -1.819
H 0.810 1.049 0.910 -0.1 -0.1 0.1 0.288
H 0.647 -0.347 -0.104 0.0 -0.3 -0.1 0.249
H -0.096 1.173 -0.584 -0.2 0.0 -0.1 0.312
H -3.284 0.213 2.492 0.0 0.0 0.2 0.157
H -3.756 -2.030 0.493 -0.4 0.0 -0.2 0.453
H -3.054 -2.068 2.089 0.3 -0.1 0.2 0.529
H -6.862 0.553 1.913 -0.2 -0.2 -0.2 0.561
H -4.545 1.780 1.072 -0.1 0.3 0.2 0.855
H -6.567 0.583 -0.158 -0.2 0.0 0.1 0.461
H -5.433 -0.698 -0.435 0.0 -0.2 0.1 0.367
H -5.118 0.898 -1.038 0.2 0.2 -0.1 0.477
C -4.849 0.537 7.296 0.2 0.0 0.1 -0.609
C -4.424 1.958 6.941 -0.1 0.1 -0.1 -0.452
C -3.050 1.729 6.326 0.1 -0.1 0.1 -0.410
O -3.088 0.438 5.712 -0.1 0.0 0.0 -0.385
C -4.270 -0.256 6.135 -0.1 0.0 -0.1 0.099
H -5.926 0.413 7.399 0.0 0.0 0.0 0.333
H -4.379 0.230 8.234 0.0 0.0 0.0 0.292
H -5.103 2.374 6.193 0.0 0.0 0.0 0.148
H -4.399 2.636 7.793 0.0 0.0 0.0 0.368
H -2.268 1.721 7.093 0.0 0.1 0.0 0.293
H -2.792 2.479 5.576 0.0 0.0 0.0 0.262
H -4.963 -0.284 5.293 -0.1 -0.1 0.1 -0.174
H -4.013 -1.280 6.408 0.1 0.0 0.0 0.299
C 4.745 0.084 3.101 0.1 0.2 -0.1 -0.442
C 4.439 1.416 3.780 -0.1 0.0 0.1 -0.627
C 3.589 2.121 2.730 0.1 0.0 -0.1 -0.473
O 2.887 1.092 2.018 0.3 0.3 0.2 -0.117
C 3.448 -0.175 2.355 -0.3 -0.4 0.1 -0.466
H 5.008 -0.713 3.793 -0.1 0.0 0.0 0.363
H 5.568 0.204 2.391 0.0 0.0 0.0 0.139
H 3.846 1.244 4.681 0.0 0.0 0.0 0.295
H 5.327 1.982 4.059 0.0 0.0 0.0 0.342
H 4.210 2.672 2.014 0.0 0.0 0.1 0.251
H 2.869 2.814 3.168 -0.1 0.0 -0.1 0.265
H 2.723 -0.695 2.989 0.1 -0.1 0.0 0.299
H 3.601 -0.761 1.447 -0.1 0.1 0.0 0.282
C 0.037 0.747 -4.009 0.0 0.0 -0.2 -0.676
C -0.888 -0.418 -3.683 0.0 0.0 0.1 -0.048
C -0.035 -1.614 -4.078 0.1 0.0 -0.2 -0.608
O 1.330 -1.234 -3.860 -0.2 0.1 0.0 -0.428
C 1.397 0.181 -3.629 0.1 -0.1 0.2 0.643
H -0.204 1.665 -3.473 0.0 0.0 0.0 0.334
H 0.003 0.960 -5.080 0.0 0.0 0.0 0.360
H -1.091 -0.440 -2.611 0.0 0.0 0.0 -0.193
H -1.842 -0.385 -4.208 0.0 0.0 0.0 0.410
H -0.158 -1.856 -5.140 -0.1 0.0 0.0 0.287
H -0.260 -2.506 -3.492 0.1 0.0 0.0 0.314
H 1.613 0.345 -2.568 0.0 0.1 0.0 -0.655
H 2.211 0.606 -4.216 0.0 -0.1 0.0 0.234
C 3.916 -4.623 -6.693 0.1 0.1 -0.1 -0.571
C 3.573 -3.304 -6.009 -0.1 -0.1 0.2 -0.304
C 2.773 -2.593 -7.084 0.0 0.1 -0.2 -0.244
O 2.108 -3.609 -7.842 0.1 -0.1 0.1 -0.415
C 2.651 -4.888 -7.498 -0.1 0.0 0.1 -0.428
H 4.157 -5.429 -6.002 0.0 0.0 0.0 0.336
H 4.767 -4.484 -7.364 0.0 0.0 0.0 0.275
H 2.943 -3.490 -5.136 0.0 0.1 0.0 0.076
H 4.445 -2.738 -5.684 0.0 0.0 0.0 0.397
H 3.426 -2.034 -7.763 0.0 0.0 0.1 0.290
H 2.034 -1.906 -6.669 0.0 0.0 0.0 0.046
H 1.906 -5.424 -6.899 0.1 -0.1 0.0 0.264
H 2.839 -5.460 -8.408 0.0 0.1 0.0 0.277
C 6.047 2.547 -1.719 0.0 0.1 0.1 -0.605
C 5.562 1.276 -1.030 0.0 -0.1 -0.1 -0.444
C 4.061 1.517 -0.957 0.0 0.2 0.0 0.389
O 3.721 2.318 -2.095 0.1 0.0 0.0 -0.407
C 4.916 2.817 -2.702 0.0 -0.1 -0.1 -0.559
H 7.015 2.441 -2.206 0.0 0.0 0.0 0.353
H 6.116 3.361 -0.994 0.0 0.0 0.0 0.258
H 5.774 0.408 -1.658 0.0 0.0 0.0 0.339
H 6.012 1.106 -0.052 0.0 0.0 0.0 0.197
H 3.791 2.071 -0.057 0.0 -0.1 0.0 -0.284
H 3.484 0.590 -0.978 -0.1 0.0 0.0 0.101
H 5.073 2.279 -3.643 0.1 0.0 0.0 0.292
H 4.794 3.877 -2.926 -0.1 0.0 0.0 0.295
```
Forces are in eV/Å.

Results
SMILES: C/C(Cl)=C(\Cl)[C@@H]1CS(=O)(=O)O[C@@H](ON=O)[C@@H]1C.C1CCOC1.C1CCOC1.C1CCOC1.C1CCOC1.C1CCOC1
Frontier orbital gap, eV: 9.01

***

Record 2
# C30H66IN2O7PS

A 3-piece molecular cluster, C30H66IN2O7PS overall at a distorted geometry (wB97M-V/def2-TZVPD, the Open Molecules 2025 dataset).

The geometry in XYZ format:
```
108
Properties=species:S:1:pos:R:3:forces:R:3:mulliken_charge:R:1
C -2.870 -3.603 3.484 0.0 0.2 -0.1 -1.039
C -2.308 -2.781 2.594 0.1 0.5 0.0 -0.358
C -0.813 -2.571 2.446 -0.5 0.6 0.8 -0.317
O -0.461 -2.688 1.083 0.3 0.1 -0.1 -0.166
C -0.741 -3.927 0.462 -0.4 -0.2 0.0 -0.915
C -0.277 -1.195 2.965 0.3 -0.7 -0.3 1.150
C 1.159 -1.394 3.535 0.0 0.5 0.1 -2.553
C 1.291 -1.112 5.036 0.8 -0.6 -0.2 1.012
C 2.579 -1.755 5.600 -0.2 0.7 0.3 -0.948
C 2.472 -2.141 7.091 0.1 -0.2 -0.5 -1.186
C 1.762 -1.133 7.993 0.3 0.1 0.2 -0.344
C 2.446 0.242 8.048 -0.2 -0.1 0.3 -0.615
C 1.517 1.335 8.610 0.1 -0.2 -0.7 -1.132
C 0.751 2.037 7.495 -0.2 -0.2 0.4 0.713
O 1.592 2.996 6.893 0.2 -0.3 -0.2 -0.442
C 1.352 3.218 5.519 -0.1 0.2 -0.1 -0.197
O -1.144 -0.757 3.990 0.2 0.2 -0.1 -0.165
C -2.119 0.216 3.686 -0.2 0.1 0.7 -0.115
C -3.199 0.227 4.768 -0.2 -0.1 -0.8 -0.590
I -2.455 -0.152 6.735 0.0 0.0 0.0 0.026
C -4.041 1.500 4.681 0.1 0.1 0.7 -0.658
C -3.348 2.785 5.131 -0.4 0.1 -0.2 -1.106
P -0.040 -0.021 1.527 0.3 0.3 0.2 0.339
S 0.713 1.727 1.964 -0.2 0.1 0.1 -0.443
H -3.698 -4.241 3.199 -0.9 0.9 0.5 0.310
H -2.503 -3.626 4.506 0.8 -1.1 -0.3 0.288
H -2.921 -2.189 1.913 0.0 -1.0 -0.9 0.387
H -0.325 -3.383 2.997 0.0 0.1 0.2 0.614
H -0.706 -4.772 1.156 0.1 0.1 0.1 0.378
H -0.014 -4.102 -0.330 0.1 0.2 0.0 0.250
H -1.747 -3.896 0.035 0.0 -0.1 -0.1 0.303
H 1.524 -2.393 3.294 -0.2 -0.1 0.0 0.512
H 1.837 -0.694 3.036 0.1 -0.1 0.0 0.461
H 0.441 -1.488 5.601 -0.2 0.2 -0.1 0.255
H 1.400 -0.035 5.151 -0.5 0.1 0.2 -0.294
H 2.857 -2.618 4.994 0.1 -0.1 0.1 0.454
H 3.381 -1.015 5.527 0.1 -0.2 -0.3 0.389
H 1.991 -3.124 7.138 -0.1 0.1 0.2 0.328
H 3.494 -2.280 7.457 -0.1 -0.1 0.1 0.434
H 0.708 -1.006 7.731 0.0 -0.1 -0.2 0.078
H 1.779 -1.546 9.006 -0.2 0.0 0.0 0.478
H 3.318 0.155 8.701 0.1 0.0 -0.2 0.426
H 2.793 0.536 7.055 0.1 0.1 0.0 0.334
H 0.790 0.859 9.272 0.1 0.2 0.3 0.378
H 2.110 2.089 9.127 -0.2 0.0 0.3 0.433
H -0.160 2.503 7.895 0.0 0.1 -0.1 0.371
H 0.419 1.284 6.771 0.0 0.1 -0.1 -0.636
H 2.309 3.330 5.008 0.0 0.1 0.0 0.225
H 0.757 4.125 5.363 0.0 0.0 0.0 0.341
H 0.815 2.391 5.047 0.0 -0.1 0.0 -0.176
H -2.660 -0.030 2.764 0.1 0.1 -0.1 0.249
H -1.665 1.207 3.617 0.1 -0.1 -0.2 0.079
H -3.860 -0.616 4.566 0.1 -0.1 0.3 0.454
H -4.907 1.350 5.330 -0.1 0.0 -0.1 0.376
H -4.417 1.604 3.659 0.1 -0.1 0.0 0.366
H -2.524 3.078 4.479 0.1 -0.1 0.1 0.300
H -3.010 2.699 6.163 0.2 0.0 -0.1 0.267
H -4.075 3.599 5.108 0.0 0.0 0.0 0.406
H 0.804 -0.725 0.672 -0.2 -0.2 0.0 0.089
H -1.269 0.019 0.847 0.0 -0.1 0.0 0.047
C -1.223 -2.442 -2.953 0.0 0.1 0.0 -0.659
O -1.116 -1.104 -3.395 0.1 -0.1 0.1 -0.248
C -1.106 -0.163 -2.325 -0.2 0.3 -0.1 -0.686
C 0.238 0.514 -2.175 0.1 -0.2 0.0 -0.414
N 1.247 -0.417 -1.678 0.0 0.1 -0.1 0.177
C 2.611 0.111 -1.710 0.0 -0.1 0.1 -0.752
C 3.207 0.402 -3.080 0.2 0.2 0.0 -0.506
O 3.431 -0.751 -3.871 -0.1 0.0 0.0 -0.469
C 2.319 -1.199 -4.621 0.1 -0.1 -0.1 -0.319
H -1.358 -3.082 -3.823 0.0 0.1 0.0 0.300
H -0.320 -2.754 -2.415 -0.1 -0.1 0.0 0.165
H -2.088 -2.558 -2.292 0.0 -0.1 0.0 0.328
H -1.398 -0.645 -1.386 0.0 -0.1 0.0 0.107
H -1.857 0.596 -2.562 0.0 0.0 0.0 0.418
H 0.142 1.339 -1.461 0.0 0.0 0.0 0.414
H 0.506 0.939 -3.152 -0.1 0.1 0.0 0.232
H 1.215 -1.261 -2.235 0.0 0.0 0.0 -0.064
H 3.257 -0.618 -1.214 0.0 0.0 0.0 0.435
H 2.643 1.023 -1.106 0.0 0.0 0.0 0.345
H 4.192 0.849 -2.925 0.0 0.0 0.0 0.410
H 2.615 1.139 -3.637 -0.1 -0.1 0.0 0.271
H 1.658 -0.377 -4.908 0.0 0.0 0.0 0.065
H 1.745 -1.956 -4.076 -0.1 0.0 0.0 0.203
H 2.702 -1.671 -5.527 0.0 0.0 0.0 0.352
C -0.538 2.182 -6.229 0.1 0.0 0.0 -0.609
O 0.304 1.318 -6.965 -0.2 0.1 0.0 -0.322
C -0.312 0.092 -7.345 0.2 -0.3 0.0 -0.703
C -0.483 0.013 -8.846 0.0 0.2 0.0 -0.253
N -1.493 0.955 -9.307 0.1 0.0 0.0 -0.327
C -1.569 1.097 -10.757 -0.1 0.1 0.1 -0.703
C -0.365 1.692 -11.479 0.0 -0.1 -0.2 -0.472
O -0.123 3.051 -11.171 0.0 0.0 0.1 -0.427
C 0.689 3.287 -10.037 0.0 0.1 -0.1 -0.533
H 0.068 3.027 -5.905 0.0 0.0 0.0 0.235
H -1.370 2.559 -6.833 0.0 0.0 0.0 0.348
H -0.942 1.680 -5.343 0.0 0.0 0.0 0.160
H -1.268 -0.046 -6.833 0.0 0.1 0.0 0.411
H 0.357 -0.713 -7.026 0.0 0.0 0.0 0.297
H -0.791 -1.002 -9.117 0.0 0.0 0.0 0.390
H 0.501 0.201 -9.300 0.0 -0.1 0.0 0.193
H -1.297 1.862 -8.905 0.0 0.0 0.0 0.088
H -2.429 1.736 -10.974 0.0 0.0 0.0 0.373
H -1.787 0.116 -11.192 0.0 0.0 0.0 0.402
H -0.583 1.664 -12.550 0.0 0.0 0.0 0.354
H 0.545 1.098 -11.330 0.0 0.0 0.1 0.336
H 1.425 2.492 -9.892 0.0 0.0 0.0 0.274
H 0.095 3.397 -9.125 0.1 -0.1 0.0 0.164
H 1.219 4.225 -10.202 0.0 0.0 0.0 0.313
```
Forces are in eV/Å.

Results
SMILES: C=C[C@@H](OC)[C@](CCCCCCCCOC)(OC[C@@H](I)CC)[PH2]=S.COCCNCCOC.COCCNCCOC
Frontier orbital gap, eV: 8.82
ΔE to the lowest compared entry with this formula, charge and spin, kcal/mol: 10.90

***

Record 3
# C4H12N3S

A 2-piece molecular cluster, C4H12N3S overall at a distorted geometry (wB97M-V/def2-TZVPD, the Open Molecules 2025 dataset).

The geometry in XYZ format:
```
20
Properties=species:S:1:pos:R:3:forces:R:3:mulliken_charge:R:1
C 0.539 0.187 0.102 0.2 -0.7 -0.8 0.403
C -2.016 1.069 0.844 1.1 -0.3 -1.1 -1.164
C -0.408 -2.018 -0.512 -0.6 3.0 -0.4 -0.923
C -1.721 0.209 -0.405 -0.1 2.6 -0.7 -0.741
N 0.670 1.472 0.018 -1.4 2.3 -0.4 -0.267
N 2.947 -0.959 0.386 -1.9 -0.8 -1.7 -0.338
N -0.474 -0.517 -0.263 0.2 -0.8 0.5 -0.003
S 3.886 0.211 -0.029 1.4 1.2 1.9 0.054
H -1.679 0.511 1.692 0.0 -0.2 0.7 0.320
H -1.530 2.017 0.821 0.6 0.5 0.2 0.386
H -3.005 1.379 0.959 -1.9 -0.2 0.0 0.391
H -1.279 -2.088 -1.153 0.2 -1.1 -0.2 0.367
H -0.498 -2.487 0.423 -0.3 -0.9 1.0 0.309
H 0.541 -2.194 -0.963 0.4 -0.5 -0.5 0.384
H -1.723 0.761 -1.388 0.5 0.2 1.0 0.349
H -2.565 -0.354 -0.613 -1.2 -2.2 0.2 0.523
H 1.524 1.846 0.352 0.9 0.5 0.4 0.220
H -0.068 2.249 -0.249 1.9 -2.5 0.4 0.280
H 3.004 -1.361 1.293 0.2 0.3 1.2 0.255
H 3.856 0.067 -1.315 -0.3 -0.2 -1.6 0.192
```
Forces are in eV/Å.

Results
Frontier orbital gap (spin up / spin down), eV: 9.11 / 6.85
Total charge: +1
ΔE to the lowest compared entry with this formula, charge and spin, kcal/mol: 112.65